(1)
{
  "formula": "C13H42N6O2P3S",
  "method": "ωB97M-V with the def2-TZVPD basis set",
  "symbols": ["C", "P", "S", "H", "H", "H", "H", "H", "H", "O", "P", "N", "C", "C", "N", "C", "C", "N", "C", "C", "H", "H", "H", "H", "H", "H", "H", "H", "H", "H", "H", "H", "H", "H", "H", "H", "H", "H", "O", "P", "N", "C", "C", "N", "C", "C", "N", "C", "C", "H", "H", "H", "H", "H", "H", "H", "H", "H", "H", "H", "H", "H", "H", "H", "H", "H", "H"],
  "positions_angstrom": [[7.703, -5.028, 1.162], [5.937, -5.797, 1.344], [4.616, -4.087, 1.677], [8.141, -4.830, 2.232], [7.660, -3.989, 0.586], [8.360, -5.807, 0.576], [5.845, -6.788, 2.387], [5.486, -6.349, 0.060], [4.667, -3.414, 0.413], [3.790, -1.224, -1.855], [3.506, 0.046, -1.015], [1.832, -0.286, -0.951], [0.719, 0.655, -1.056], [1.496, -1.254, 0.107], [3.918, 1.060, -2.396], [2.922, 1.670, -3.297], [4.889, 0.416, -3.344], [3.180, 1.506, -0.050], [2.904, 2.873, -0.477], [4.300, 1.604, 0.909], [0.601, 1.268, -0.162], [-0.230, 0.124, -1.203], [0.804, 1.303, -1.926], [1.621, -0.798, 1.099], [2.158, -2.123, 0.050], [0.476, -1.623, 0.017], [2.228, 0.934, -3.707], [3.416, 2.166, -4.141], [2.363, 2.477, -2.841], [4.385, -0.314, -3.990], [5.696, -0.075, -2.810], [5.356, 1.163, -4.003], [3.710, 3.306, -1.078], [2.774, 3.526, 0.396], [1.952, 2.970, -0.998], [5.238, 1.838, 0.386], [4.435, 0.657, 1.439], [4.131, 2.372, 1.674], [-2.755, 1.611, 1.193], [-4.041, 0.781, 1.425], [-3.802, -0.120, -0.006], [-4.802, -0.556, -0.978], [-2.857, -1.234, 0.188], [-5.027, 2.213, 1.138], [-5.687, 2.514, -0.146], [-4.328, 3.498, 1.474], [-5.519, -0.174, 1.693], [-6.899, 0.099, 1.303], [-5.559, -0.444, 3.145], [-5.423, -1.372, -0.605], [-4.324, -0.919, -1.897], [-5.442, 0.259, -1.310], [-3.308, -2.017, 0.812], [-1.953, -0.880, 0.692], [-2.544, -1.675, -0.756], [-4.990, 2.501, -0.985], [-6.153, 3.506, -0.117], [-6.525, 1.865, -0.364], [-3.624, 3.785, 0.682], [-3.794, 3.424, 2.417], [-5.046, 4.325, 1.583], [-7.285, 1.035, 1.720], [-7.560, -0.703, 1.657], [-7.046, 0.078, 0.224], [-5.739, 0.485, 3.706], [-4.607, -0.864, 3.484], [-6.337, -1.167, 3.416]],
  "multiplicity": 1,
  "total_charge": 1
}


(2)
{
  "formula": "C13H42O11",
  "method": "ωB97M-V with the def2-TZVPD basis set",
  "symbols": ["O", "C", "C", "C", "C", "O", "H", "H", "H", "H", "H", "H", "C", "O", "H", "H", "H", "H", "C", "O", "H", "H", "H", "H", "C", "O", "H", "H", "H", "H", "C", "O", "H", "H", "H", "H", "C", "O", "H", "H", "H", "H", "C", "O", "H", "H", "H", "H", "C", "O", "H", "H", "H", "H", "C", "O", "H", "H", "H", "H", "C", "O", "H", "H", "H", "H"],
  "positions_angstrom": [[1.920, 3.454, 1.808], [2.445, 3.156, 0.763], [3.735, 2.478, 0.586], [4.099, 2.727, -0.895], [2.743, 3.030, -1.553], [1.898, 3.518, -0.437], [4.372, 2.982, 1.304], [3.618, 1.467, 0.962], [4.692, 3.618, -0.873], [4.670, 1.988, -1.454], [2.786, 3.883, -2.241], [2.324, 2.165, -2.114], [-1.210, -4.169, -1.761], [-1.896, -3.241, -2.558], [-0.874, -5.083, -2.279], [-0.362, -3.697, -1.292], [-1.893, -4.506, -0.995], [-1.376, -3.161, -3.395], [1.030, -1.846, -4.912], [-0.313, -1.839, -4.438], [1.068, -2.055, -5.962], [1.504, -0.828, -4.724], [1.713, -2.623, -4.588], [-0.339, -1.083, -3.803], [-4.170, -1.337, -0.605], [-4.220, -1.824, 0.709], [-5.163, -1.378, -1.064], [-3.949, -0.242, -0.634], [-3.458, -1.803, -1.319], [-4.248, -2.788, 0.694], [-1.869, 2.524, 2.166], [-0.603, 2.082, 2.662], [-1.898, 2.614, 1.084], [-2.647, 1.871, 2.566], [-2.116, 3.526, 2.519], [0.000, 2.821, 2.521], [1.046, -0.572, 3.672], [0.817, -1.325, 2.495], [0.096, -0.066, 3.912], [1.294, -1.281, 4.417], [1.898, 0.142, 3.635], [-0.084, -1.192, 2.229], [-0.404, -0.417, -1.135], [-0.689, 0.181, -2.395], [-1.125, -1.234, -0.823], [0.661, -0.789, -1.128], [-0.433, 0.351, -0.349], [-0.909, 1.085, -2.269], [-2.894, -1.666, 3.588], [-2.118, -1.724, 2.440], [-3.441, -0.737, 3.731], [-3.641, -2.484, 3.546], [-2.333, -1.865, 4.518], [-2.712, -1.641, 1.649], [-1.665, 4.004, -1.747], [-0.780, 2.947, -1.453], [-2.270, 3.683, -2.638], [-2.294, 4.271, -0.908], [-1.140, 4.925, -2.040], [-0.083, 3.256, -0.823], [3.824, -2.275, 1.749], [3.007, -3.020, 2.594], [3.475, -1.241, 1.567], [4.811, -2.236, 2.224], [3.995, -2.778, 0.754], [2.077, -2.702, 2.540]],
  "multiplicity": 1,
  "relative_energy_kcal_mol": 0.0,
  "total_charge": 0
}


(3)
{
  "formula": "C13H43N15O9",
  "method": "ωB97M-V with the def2-TZVPD basis set",
  "symbols": ["C", "O", "C", "C", "N", "C", "C", "O", "C", "H", "H", "H", "H", "H", "H", "H", "H", "H", "H", "H", "H", "H", "H", "H", "N", "C", "N", "O", "H", "H", "H", "H", "N", "C", "N", "O", "H", "H", "H", "H", "N", "C", "N", "O", "H", "H", "H", "H", "N", "C", "N", "O", "H", "H", "H", "H", "N", "C", "N", "O", "H", "H", "H", "H", "N", "C", "N", "O", "H", "H", "H", "H", "N", "C", "N", "O", "H", "H", "H", "H"],
  "positions_angstrom": [[-4.392, 1.168, 2.545], [-3.357, 1.558, 1.958], [-3.557, 2.875, 1.413], [-2.222, 3.434, 0.966], [-2.368, 4.783, 0.735], [-1.077, 5.331, 0.249], [-1.040, 5.233, -1.244], [0.283, 5.762, -1.623], [0.656, 5.601, -2.929], [-4.519, 1.643, 3.445], [-4.232, 0.178, 3.004], [-5.381, 1.211, 2.033], [-3.874, 3.469, 2.216], [-4.259, 2.728, 0.617], [-1.923, 2.837, 0.040], [-1.480, 3.237, 1.730], [-3.146, 4.968, 0.077], [-0.198, 4.751, 0.488], [-0.885, 6.405, 0.439], [-1.898, 5.743, -1.777], [-1.089, 4.239, -1.509], [0.490, 4.514, -3.101], [1.779, 5.731, -3.182], [0.074, 5.997, -3.716], [-1.040, 0.161, -0.635], [-0.894, -1.145, -0.528], [0.241, -1.551, -0.276], [-1.868, -1.865, -0.395], [-0.304, 0.847, -0.646], [-1.927, 0.309, -0.920], [0.964, -1.071, -0.976], [0.233, -2.637, -0.240], [2.148, 3.728, -0.752], [1.541, 2.674, -0.469], [2.295, 1.775, -0.074], [0.451, 2.349, -0.947], [1.473, 4.405, -1.049], [2.835, 4.085, -0.099], [1.920, 0.994, 0.614], [3.272, 1.982, 0.112], [-1.983, -3.865, 1.695], [-2.343, -5.022, 2.269], [-2.086, -6.013, 1.494], [-2.715, -5.066, 3.410], [-2.380, -3.578, 0.762], [-1.758, -2.976, 2.238], [-2.046, -6.952, 1.964], [-1.647, -5.823, 0.517], [0.439, -4.198, 0.115], [0.156, -5.065, -0.833], [1.135, -5.569, -1.409], [-0.927, -5.545, -0.939], [-0.227, -3.905, 0.896], [1.467, -4.206, 0.402], [0.906, -6.385, -2.024], [2.070, -5.163, -1.326], [2.419, -0.239, -1.753], [1.729, -0.229, -2.877], [1.066, 0.828, -2.995], [1.718, -1.113, -3.701], [3.065, -1.039, -1.603], [2.492, 0.497, -0.961], [0.401, 0.905, -3.767], [0.952, 1.496, -2.251], [1.595, -0.294, 1.498], [1.058, 0.491, 2.356], [-0.174, 0.847, 1.993], [1.675, 0.696, 3.397], [2.506, -0.782, 1.668], [1.076, -0.800, 0.660], [-0.766, 1.383, 2.627], [-0.733, 0.508, 1.234], [3.093, -3.776, 0.907], [3.412, -3.559, -0.267], [3.678, -4.635, -0.903], [3.586, -2.456, -0.680], [3.399, -2.898, 1.402], [3.256, -4.732, 1.399], [3.925, -4.666, -1.852], [3.787, -5.515, -0.345]],
  "multiplicity": 1,
  "relative_energy_kcal_mol": 236.0,
  "total_charge": 0
}


What did we get for Kohn-Sham gap? Answer: 5.0; 9.8; 8.1 eV, in the order shown.
What did we get for E_LUMO? Answer: -4.49; 0.38; -0.55 eV, in the order shown.